Molecular formula: C43H36N3O9RuS5
Method: DFT, ωB97M-V/def2-TZVPD

XYZ file:
```
97
C43H36N3O9RuS5, DFT ωB97M-V/def2-TZVPD
Ru -0.11 0.27 0.43
O 0.50 3.17 -2.29
S -0.20 2.23 -1.48
O 0.13 0.80 -1.70
O -0.03 2.43 -0.01
C -1.94 2.53 -1.87
C -2.18 3.75 -2.50
C -3.48 4.12 -2.83
C -4.53 3.26 -2.58
C -4.29 2.04 -1.96
C -3.00 1.69 -1.60
S -2.83 0.29 -0.52
O -4.14 -0.27 -0.30
O -1.88 -0.69 -1.06
O -2.29 0.89 0.72
H -1.35 4.39 -2.70
H -3.65 5.08 -3.28
H -5.54 3.54 -2.83
H -5.08 1.35 -1.73
C 2.41 -7.58 1.67
C 2.19 -6.12 1.41
C 0.92 -5.61 1.21
C 0.71 -4.26 1.02
C 1.81 -3.41 1.02
C 3.09 -3.89 1.20
C 3.28 -5.25 1.39
S 1.59 -1.62 0.80
O 2.70 -1.01 1.54
C 1.96 -1.57 -0.95
C 0.89 -2.01 -1.74
C 1.04 -2.10 -3.10
C 2.27 -1.75 -3.70
C 2.44 -1.87 -5.10
C 3.63 -1.52 -5.69
C 4.68 -1.04 -4.90
C 4.55 -0.93 -3.54
C 3.35 -1.30 -2.90
C 3.18 -1.20 -1.49
C 4.29 -0.72 -0.65
C 5.53 -1.41 -0.62
C 5.70 -2.69 -1.20
C 6.92 -3.31 -1.20
C 8.03 -2.68 -0.63
C 7.89 -1.47 0.00
C 6.64 -0.81 0.04
C 6.46 0.41 0.71
C 5.23 1.02 0.75
C 4.16 0.45 0.07
S 2.52 1.28 0.01
O 2.60 2.08 -1.19
C 2.62 2.39 1.42
C 2.78 1.86 2.70
C 2.66 2.70 3.79
C 2.33 4.05 3.62
C 2.07 4.90 4.81
C 2.21 4.56 2.33
C 2.34 3.73 1.23
H 1.46 -8.11 1.71
H 2.93 -7.71 2.61
H 3.02 -8.02 0.88
H 0.07 -6.28 1.23
H -0.28 -3.84 0.91
H 3.92 -3.19 1.22
H 4.27 -5.63 1.53
H -0.04 -2.26 -1.26
H 0.22 -2.43 -3.72
H 1.61 -2.23 -5.69
H 3.76 -1.62 -6.76
H 5.62 -0.77 -5.37
H 5.37 -0.55 -2.96
H 4.84 -3.18 -1.64
H 7.03 -4.27 -1.67
H 9.00 -3.16 -0.68
H 8.73 -0.99 0.48
H 7.30 0.87 1.20
H 5.09 1.94 1.29
H 3.01 0.81 2.83
H 2.79 2.31 4.79
H 2.78 4.68 5.60
H 1.07 4.68 5.18
H 2.11 5.96 4.55
H 1.99 5.60 2.18
H 2.21 4.09 0.22
C -4.34 -3.15 0.57
N -2.91 -2.90 0.57
C -2.32 -1.97 1.33
N -3.04 -1.37 2.31
O -1.08 -1.80 1.25
H -4.54 -3.94 -0.15
H -4.89 -2.25 0.30
H -4.64 -3.50 1.56
H -2.41 -3.10 -0.28
H -4.04 -1.27 2.15
H -2.60 -0.59 2.76
S 0.02 0.59 2.71
C -0.52 2.16 2.76
N -0.83 3.25 2.95
```

Summary:
DFT total energy ... -124821.9737 eV
Lowest unoccupied orbital energy (spin up / spin down) ... -5.690 / -6.262 eV
Spin multiplicity ... 5
Charge ... +1
Molar mass ... 1000.18 g/mol
Orbital gap (spin up / spin down) ... 0.1782 / 0.1563 Ha